{
  "formula": "C12H19P",
  "method": "ωB97M-V/def2-TZVPD",
  "smiles": "Cc1ccccc1[C@H](P)C(C)(C)C",
  "charge": 0,
  "e_tot_ha": -809.9193,
  "multiplicity": 1,
  "de_lowest_kj_mol": 70.3,
  "species": ["C", "C", "C", "C", "C", "C", "C", "C", "C", "C", "C", "C", "P", "H", "H", "H", "H", "H", "H", "H", "H", "H", "H", "H", "H", "H", "H", "H", "H", "H", "H", "H"],
  "xyz": [[3.700, 0.736, 0.463], [2.724, 1.171, 1.334], [3.202, -0.144, -0.548], [1.382, 0.930, 1.122], [1.867, -0.439, -0.824], [0.901, 0.184, 0.053], [1.685, -1.363, -1.966], [-1.208, -1.683, 1.056], [-3.014, -0.444, -0.422], [-2.167, 0.594, 1.599], [-0.631, 0.280, -0.408], [-1.706, -0.311, 0.472], [-0.805, 2.191, -0.778], [4.683, 1.099, 0.546], [2.940, 1.840, 2.137], [3.944, -0.473, -1.333], [0.735, 1.393, 1.725], [0.642, -1.406, -2.087], [2.123, -0.859, -2.805], [2.086, -2.285, -1.709], [-0.596, -1.592, 1.902], [-1.979, -2.367, 1.173], [-0.648, -2.017, 0.144], [-3.337, 0.571, -0.570], [-2.889, -0.925, -1.410], [-3.753, -0.915, 0.169], [-2.238, 1.566, 1.169], [-1.349, 0.685, 2.348], [-3.089, 0.264, 2.138], [-0.744, -0.305, -1.398], [-2.132, 1.864, -1.155], [-0.328, 2.157, -2.134]],
  "lowdin_charge": [-0.059, -0.095, -0.053, -0.091, -0.234, -0.186, -0.040, -0.008, -0.058, -0.089, -0.445, -0.610, 0.893, 0.083, 0.097, 0.124, 0.053, 0.042, 0.090, 0.072, 0.066, 0.052, 0.095, 0.038, 0.093, 0.062, 0.017, 0.086, 0.107, 0.108, -0.111, -0.096]
}


{
  "formula": "C7H10N2O2",
  "method": "ωB97M-V/def2-TZVPD",
  "charge": 0,
  "e_tot_ha": -532.4124,
  "multiplicity": 1,
  "de_lowest_kj_mol": 904.7,
  "species": ["C", "C", "C", "C", "C", "C", "C", "H", "H", "H", "H", "H", "H", "H", "H", "H", "H", "N", "N", "O", "O"],
  "xyz": [[1.073, -0.889, 2.137], [1.204, 0.338, 1.120], [1.472, 1.699, 1.146], [0.756, 2.293, 0.046], [0.042, -0.987, -0.681], [-1.388, -0.949, -0.758], [-1.813, -0.661, -2.211], [0.552, -0.480, 3.841], [-0.073, -1.510, 1.603], [2.297, -1.402, 2.162], [2.260, 2.310, 1.822], [0.708, 3.406, -0.070], [0.372, -0.886, -1.816], [0.580, -1.834, 0.059], [-1.575, -1.886, -0.325], [-2.117, -0.384, 0.066], [-0.893, 1.020, -2.015], [0.207, 1.411, -0.662], [0.414, 0.276, -0.066], [-1.759, 0.700, -2.442], [-2.319, -1.586, -2.957]],
  "lowdin_charge": [-0.097, -0.288, -0.059, -0.167, -0.182, -0.172, -0.424, 0.206, 0.139, 0.126, 0.145, 0.127, 0.178, 0.157, 0.085, 0.203, 0.081, 0.044, -0.185, 0.047, 0.037]
}


{
  "formula": "C10H11N2O3PS",
  "method": "ωB97M-V/def2-TZVPD",
  "smiles": "[H]/N=C\\CC1=C([PH2]=S)C(=O)OC1=O.c1cc[nH]c1",
  "charge": 0,
  "e_tot_ha": -1462.3176,
  "multiplicity": 1,
  "species": ["N", "C", "C", "C", "C", "P", "S", "C", "O", "O", "C", "O", "H", "H", "H", "H", "H", "H", "N", "C", "C", "C", "C", "H", "H", "H", "H", "H"],
  "xyz": [[3.756, 1.589, -0.286], [3.567, 1.064, -1.490], [2.267, 1.567, -2.298], [1.023, 0.648, -1.927], [-0.291, 1.100, -1.620], [-1.046, 2.818, -1.492], [0.150, 4.199, -0.830], [-1.056, -0.288, -1.398], [-2.261, -0.516, -1.627], [-0.057, -1.201, -0.939], [1.053, -0.947, -1.839], [1.811, -1.790, -2.336], [2.969, 2.247, -0.120], [4.309, 0.312, -1.928], [2.488, 1.433, -3.426], [2.107, 2.683, -2.139], [-1.714, 3.177, -2.732], [-2.122, 2.700, -0.524], [-0.641, -2.464, 3.107], [-1.055, -1.897, 1.931], [-2.382, -1.569, 2.063], [-2.783, -1.947, 3.369], [-1.687, -2.495, 3.990], [0.288, -2.806, 3.292], [-0.372, -1.777, 1.105], [-2.997, -1.106, 1.305], [-3.764, -1.832, 3.806], [-1.562, -2.903, 4.982]],
  "lowdin_charge": [0.072, -0.189, -0.130, -0.063, -0.208, 0.359, 0.117, -0.343, 0.108, 0.028, -0.265, 0.146, 0.036, 0.121, 0.132, 0.066, -0.001, 0.000, 0.003, -0.134, -0.108, -0.115, -0.144, 0.146, 0.086, 0.086, 0.090, 0.105]
}


{
  "formula": "C15H40B2F8FeO15S5",
  "method": "ωB97M-V/def2-TZVPD",
  "charge": 0,
  "s_squared": 6.005,
  "e_tot_ha": -5827.7002,
  "multiplicity": 5,
  "de_lowest_kj_mol": 480.3,
  "species": ["Fe", "B", "F", "F", "F", "F", "B", "F", "F", "F", "F", "O", "S", "O", "O", "C", "C", "C", "H", "H", "H", "H", "H", "H", "H", "H", "O", "S", "O", "O", "C", "C", "C", "H", "H", "H", "H", "H", "H", "H", "H", "O", "S", "O", "O", "C", "C", "C", "H", "H", "H", "H", "H", "H", "H", "H", "O", "S", "O", "O", "C", "C", "C", "H", "H", "H", "H", "H", "H", "H", "H", "O", "S", "O", "O", "C", "C", "C", "H", "H", "H", "H", "H", "H", "H", "H"],
  "xyz": [[0.234, 0.774, -0.693], [1.318, -1.511, -1.461], [0.501, -1.393, -0.428], [0.766, -2.210, -2.492], [1.635, -0.254, -1.843], [2.384, -2.144, -1.006], [-0.554, 3.294, -0.624], [0.622, 2.828, -1.120], [-0.237, 4.194, 0.384], [-1.220, 3.991, -1.565], [-1.291, 2.191, -0.177], [-0.955, -0.966, 3.291], [0.192, -0.256, 2.717], [0.092, 0.492, 1.468], [1.026, 0.655, 3.789], [0.702, 2.018, 4.010], [-0.680, 1.916, 4.638], [1.617, -1.456, 2.621], [0.442, 2.561, 3.101], [1.320, 2.688, 4.608], [-1.450, 1.402, 4.063], [-1.091, 2.868, 4.974], [-0.509, 1.380, 5.572], [2.543, -0.881, 2.630], [1.328, -2.030, 1.740], [1.670, -1.904, 3.613], [-0.709, 0.941, -2.860], [-0.679, 1.235, -4.282], [0.425, 0.715, -5.089], [-2.241, 0.957, -4.967], [-3.343, 1.276, -4.291], [-4.465, 1.138, -5.316], [-0.731, 3.021, -4.545], [-3.216, 2.209, -3.742], [-3.415, 0.429, -3.609], [-5.451, 0.977, -4.881], [-4.347, 0.203, -5.864], [-4.415, 1.910, -6.084], [-1.064, 3.363, -5.525], [0.250, 3.407, -4.268], [-1.490, 3.347, -3.833], [0.093, -7.033, 1.275], [-0.281, -5.636, 1.182], [-1.730, -5.266, 1.437], [0.758, -4.840, 2.227], [2.106, -5.271, 2.391], [2.354, -5.654, 3.840], [0.320, -4.906, -0.455], [2.686, -4.433, 2.004], [2.322, -6.222, 1.904], [3.392, -5.959, 3.977], [1.698, -6.483, 4.102], [2.265, -4.770, 4.472], [0.307, -3.821, -0.551], [-0.117, -5.401, -1.322], [1.389, -5.117, -0.452], [-2.948, -1.627, -2.518], [-3.002, -1.053, -1.229], [-1.951, -0.118, -0.846], [-4.498, -0.358, -0.913], [-4.435, 0.997, -0.343], [-5.804, 1.624, -0.620], [-3.032, -2.333, 0.136], [-3.672, 1.669, -0.735], [-4.152, 0.981, 0.709], [-6.703, 1.125, -0.258], [-5.940, 1.715, -1.698], [-5.871, 2.635, -0.219], [-2.676, -3.205, -0.414], [-4.056, -2.549, 0.439], [-2.322, -2.134, 0.939], [3.789, 1.363, 2.281], [3.579, 1.442, 0.809], [2.356, 1.064, 0.120], [3.847, 2.961, 0.301], [4.871, 3.658, 0.915], [4.462, 5.123, 0.657], [5.044, 0.499, 0.001], [5.773, 3.392, 0.364], [4.927, 3.382, 1.968], [3.551, 5.321, 1.222], [4.453, 5.295, -0.419], [5.282, 5.757, 0.994], [5.373, 0.950, -0.936], [4.784, -0.557, -0.073], [5.895, 0.420, 0.678]],
  "lowdin_charge": [0.974, -1.593, 0.185, 0.197, 0.164, 0.226, -1.397, 0.163, 0.145, 0.194, 0.117, -0.266, 0.727, -0.318, -0.269, -0.249, -0.089, -0.049, 0.112, 0.135, 0.070, 0.083, 0.084, 0.051, 0.056, 0.075, -0.302, 0.773, -0.257, -0.250, -0.355, -0.035, -0.096, 0.121, 0.089, 0.078, 0.084, 0.080, 0.083, 0.083, 0.043, -0.308, 0.729, -0.331, -0.295, -0.299, -0.063, -0.068, 0.118, 0.111, 0.080, 0.089, 0.072, 0.038, 0.078, 0.063, -0.235, 0.695, -0.345, -0.254, -0.243, -0.066, -0.055, 0.101, 0.122, 0.076, 0.070, 0.080, 0.050, 0.072, 0.061, -0.301, 0.757, -0.304, -0.255, -0.298, -0.039, -0.051, 0.121, 0.114, 0.090, 0.085, 0.076, 0.071, 0.061, 0.060]
}